Below is C6H8N2O2 in the gas phase, with properties calculated with the ωB97M-V functional and the def2-TZVPD basis.

Each line ends with the Löwdin charge.
Geometry (Å):
O  -1.51596  0.45165  -1.87447  -0.0177
H  -2.22952  -1.21834  -2.21919  0.2091
C  -0.59173  -0.39483  -1.94278  -0.5186
H  0.00107  0.51242  3.44635  0.1215
N  -1.13539  -1.60364  -2.19659  0.1008
C  0.07541  -0.28406  1.35124  -0.2866
C  0.54013  0.34950  0.15509  -0.1769
H  -0.74099  -1.89167  0.67375  0.0885
H  1.11878  2.49615  -0.12589  0.1268
C  0.71703  -0.28454  -1.19516  -0.0675
N  0.56814  1.81846  1.82919  0.0056
C  0.78435  1.66884  0.49390  -0.0684
H  0.78226  2.65133  2.35866  0.1506
H  1.38769  0.33817  -1.80119  0.1271
C  0.13108  0.63700  2.37605  -0.0484
H  1.17207  -1.28251  -1.10638  0.1224
O  -0.34986  -1.57266  1.49597  0.0491
H  -0.71455  -2.39127  -1.71854  0.0826

Force components x, y, z for each atom (eV/Å):
O 2.4 1.2 -0.9
H 3.2 -2.4 0.1
C -3.7 0.8 2.9
H -0.2 0.1 -0.4
N -2.0 0.3 -0.8
C 0.2 0.7 0.0
C -0.3 0.3 0.3
H 0.0 0.2 0.1
H -0.1 -0.3 0.2
C 0.6 0.4 -0.8
N 0.1 0.2 0.0
C 0.3 -0.3 -0.2
H -0.1 -0.3 -0.2
H 0.1 -0.2 0.2
C 0.1 -0.4 0.0
H 0.0 0.3 -0.1
O 0.1 -0.4 0.0
H -0.6 -0.3 -0.4

## Properties
Kohn-Sham gap in eV: 8.6
Highest occupied orbital energy in eV: -8.08
LUMO energy in eV: 0.55
Total charge: 0

Below is 2 unconnected molecules or ions with the total composition C6H8N2O2, with properties calculated with the ωB97M-V functional and the def2-TZVPD basis.

Each line ends with the Mulliken spin population.
Geometry (Å):
H  0.59874  -0.83609  -1.90970  0.0030
H  -4.01996  1.22702  -0.44621  0.0041
C  -1.44718  -1.24018  0.99391  0.5805
H  1.68981  0.76834  -1.70508  0.0032
N  -1.49222  -0.23983  -1.13554  0.3833
O  -3.04478  1.36959  -0.67667  0.0035
H  -3.12876  -0.02361  1.77128  0.0169
C  1.24740  -0.20051  -1.26282  -0.0003
H  0.95706  0.59809  0.53503  0.0010
C  -2.27005  -0.17536  1.07026  0.6252
C  -2.28627  0.35488  -0.31060  0.0970
H  -0.88131  -1.74818  1.75532  0.0271
C  2.00118  -1.00911  -0.27205  0.0064
H  2.85457  -0.72458  0.28787  0.0028
O  -0.40826  -2.27485  -0.87869  0.1101
C  -0.86464  -1.25922  -0.37808  0.0662
N  0.82563  -0.24859  0.13044  0.0663
H  1.93342  -2.02712  -0.38854  0.0039

Force components x, y, z for each atom (eV/Å):
H 0.9 0.9 0.3
H 2.2 0.3 -0.3
C 4.4 -4.1 -0.7
H -0.9 -1.6 0.9
N 0.4 -0.1 -0.7
O -2.9 1.0 -0.5
H 1.0 0.1 -0.6
C 1.5 1.1 -1.6
H 0.9 2.9 1.9
C -4.6 4.6 -1.6
C -0.7 -0.3 3.7
H -0.2 -0.1 0.3
C 0.1 2.3 0.4
H 1.1 0.6 -0.3
O 0.4 -0.2 -0.5
C -2.2 -2.4 1.4
N -0.7 -2.7 -2.1
H -0.8 -2.3 0.1

## Properties
Kohn-Sham gap (alpha / beta) in eV: 7.2 / 6.3
Highest occupied orbital energy (alpha / beta) in eV: -6.66 / -9.09
2S+1: 3
LUMO energy (alpha / beta) in eV: 0.53 / -2.76
Total charge: 0

Below is 2 unconnected molecules or ions with the total composition C6H8N2O2S, with properties calculated with the ωB97M-V functional and the def2-TZVPD basis.

Each line ends with the Löwdin charge.
Geometry (Å):
S  1.62564  -1.97564  1.42528  0.6533
H  -0.35562  -1.92184  2.52812  0.0373
C  -0.82775  0.00943  0.17152  -0.0620
H  -2.09633  0.96077  1.59224  0.1136
H  -0.78096  3.39576  -1.55237  0.0891
C  -1.55964  2.23026  -0.08189  -0.1290
O  2.31777  -0.79226  1.73316  -0.3101
H  0.64624  1.44549  -2.56293  0.1315
C  0.00120  1.34746  -1.65103  -0.0085
C  -1.59629  1.02622  0.61596  -0.0998
O  0.72361  -0.89689  -1.34124  0.0518
C  -0.86302  2.39102  -1.23989  -0.0978
H  -0.90616  -1.04788  0.57199  0.1076
H  -2.32811  3.12936  0.18685  0.1518
H  1.49956  -0.65976  -1.73873  0.0591
N  2.42803  -2.82882  0.41374  -0.2028
H  1.82257  -3.57847  -0.03236  0.0531
C  -0.01000  0.17467  -0.93300  -0.3357
N  0.25927  -2.40888  1.89459  -0.2024

Force components x, y, z for each atom (eV/Å):
S -0.5 -2.6 -2.1
H 0.5 0.6 0.1
C 0.2 -2.9 0.0
H -0.2 -0.1 -0.7
H 0.0 0.7 -1.2
C -3.5 2.3 1.1
O 0.3 1.7 1.2
H -0.7 -0.1 1.0
C 0.0 1.1 -0.9
C -0.4 1.3 1.1
O -3.0 -1.7 1.9
C 1.8 -1.1 0.6
H 0.2 1.7 -0.3
H 2.2 -2.3 -0.2
H 3.1 1.1 -1.7
N -2.1 -0.4 0.5
H 0.8 1.1 1.0
C 0.0 0.2 -0.8
N 1.3 -0.7 -0.5

## Properties
Kohn-Sham gap in eV: 9.3
Highest occupied orbital energy in eV: -8.94
LUMO energy in eV: 0.32
Total charge: 0

Calculated max |F| in order - 4.8, 6.7, 4.3 eV Å⁻¹
Calculated relative energy (zero: lowest compared OMol25 entry of this formula, charge and spin) in order - 40.13, 75.70, 95.66 kcal/mol